a:
ORCA calculation (the ωB97M-V functional and the def2-TZVPD basis) on a 2-piece molecular cluster, C5H13BS overall.

Properties
* LUMO energy: 0.542 eV
* SMILES: C/C=B\CC.CS
* E_HOMO: -8.005 eV
* HOMO-LUMO gap: 0.314 Eh
* charge: 0

```
20
C5H13BS the ωB97M-V functional and the def2-TZVPD basis
B 0.50881 0.61689 0.99225
C -1.75532 0.63056 -0.17113
C 2.12880 1.58055 2.63679
C -1.12987 -2.46129 -3.02421
C -0.68215 -0.00196 0.73173
C 1.68990 1.63149 1.16664
S -0.51351 -2.85297 -1.35296
H -2.02983 -0.04654 -0.95954
H -2.56753 1.02508 0.46259
H -1.53147 1.68363 -0.54296
H 1.41284 1.99887 3.31160
H 2.33848 0.50623 2.83986
H 3.11801 2.06574 2.67865
H -2.09781 -2.97441 -3.02042
H -0.47201 -3.02538 -3.73642
H -1.29454 -1.34418 -3.22559
H -1.07544 -1.04636 1.03851
H 0.12311 -1.79480 -1.32700
H 1.24135 2.57081 0.82756
H 2.58820 1.23804 0.67403
```

Atom charges from the natural (NBO) analysis, given in e for atoms 1 to 4: atom 1 (B): 0.88, atom 2 (C): -0.60, atom 3 (C): -0.58, atom 4 (C): -0.74



b:
ORCA calculation (the ωB97M-V functional and the def2-TZVPD basis) on one molecule with the formula C5H13BS.

Properties
* LUMO energy: 0.603 eV
* SMILES: CCB(CC)SC
* E_HOMO: -9.359 eV
* HOMO-LUMO gap: 0.366 Eh
* charge: 0

```
20
C5H13BS the ωB97M-V functional and the def2-TZVPD basis
B 0.17940 0.22799 -0.53809
C -0.14636 -1.49477 1.42100
C -1.80093 2.10805 0.53249
C 2.39148 -1.34404 -1.71438
C 0.63738 -0.28242 0.92984
C -1.46710 1.26619 -0.70820
S 0.85939 -0.21464 -2.04896
H -1.05093 -1.15266 1.84164
H -0.51863 -2.07932 0.69601
H 0.35109 -2.17444 2.11044
H -2.87594 2.54375 0.30940
H -1.78940 1.46908 1.39443
H -1.20421 3.05397 0.76822
H 2.19538 -2.02125 -2.51078
H 2.54530 -1.68886 -0.78220
H 3.26122 -0.73583 -1.92815
H 0.51532 0.53869 1.78166
H 1.74161 -0.57218 0.93844
H -2.27662 0.61972 -0.89380
H -1.54747 1.93294 -1.59901
```

Atom charges from the natural (NBO) analysis, given in e for atoms 1 to 4: atom 1 (B): 0.47, atom 2 (C): -0.59, atom 3 (C): -0.61, atom 4 (C): -0.67



In terms of stability, b leads; the second structure lies 1.746 eV higher.



a:
ORCA calculation (the ωB97M-V functional and the def2-TZVPD basis) on one molecule with the formula CH3NSi.

Properties
* LUMO energy: 0.749 eV
* SMILES: N#C[SiH3]
* E_HOMO: -11.880 eV
* HOMO-LUMO gap: 0.464 Eh
* charge: 0

```
6
CH3NSi the ωB97M-V functional and the def2-TZVPD basis
C 1.21946 -0.14654 0.32855
N 2.27289 -0.15360 0.78043
Si -0.55425 -0.03524 -0.25831
H -1.23176 -0.85569 0.67169
H -0.70848 1.42410 0.14613
H -0.99785 -0.23303 -1.66849
```

Atom charges from the natural (NBO) analysis, given in e for atoms 1 to 4: atom 1 (C): -0.12, atom 2 (N): -0.29, atom 3 (Si): 0.80, atom 4 (H): -0.14



b:
ORCA calculation (the ωB97M-V functional and the def2-TZVPD basis) on a 3-piece molecular cluster, CH3NSi overall.

Properties
* LUMO energy: -1.878 eV
* E_HOMO: -9.922 eV
* HOMO-LUMO gap: 0.296 Eh
* charge: 0

```
6
CH3NSi the ωB97M-V functional and the def2-TZVPD basis
C -1.59835 0.50082 -0.09053
N -1.98793 1.57842 -0.21582
Si -0.85729 -1.21156 -0.33157
H 2.85677 0.15464 -0.61753
H 2.71367 0.49626 0.16566
H -1.12686 -1.51857 1.08979
```

Atom charges from the natural (NBO) analysis, given in e for atoms 1 to 4: atom 1 (C): -0.28, atom 2 (N): -0.28, atom 3 (Si): 0.83, atom 4 (H): 0.00



In terms of stability, a leads; the second structure lies 2.344 eV higher.



a:
ORCA calculation (the ωB97M-V functional and the def2-TZVPD basis) on one molecule with the formula C4H4O3S.

Properties
* LUMO energy: 0.503 eV
* SMILES: Oc1occ(S)c1O
* E_HOMO: -8.177 eV
* HOMO-LUMO gap: 0.319 Eh
* charge: 0

```
12
C4H4O3S the ωB97M-V functional and the def2-TZVPD basis
C 0.88451 -0.39337 -0.05105
C 0.28315 -1.62044 -0.05870
C -1.32387 -0.14646 -0.06650
C -0.18212 0.55319 -0.05397
H 2.79565 0.30899 1.16406
H 0.66240 -2.62157 -0.08800
H -2.67992 1.12829 -0.09234
H 0.74684 2.17989 -0.46334
O -1.06208 -1.46722 -0.05426
O -2.62667 0.17783 -0.06782
O -0.09827 1.93205 -0.02611
S 2.60038 -0.03117 -0.14197
```

Atom charges from the natural (NBO) analysis, given in e for atoms 1 to 4: atom 1 (C): -0.32, atom 2 (C): 0.10, atom 3 (C): 0.50, atom 4 (C): 0.10



b:
ORCA calculation (the ωB97M-V functional and the def2-TZVPD basis) on C4H4O3S as an isolated structure.

Properties
* LUMO energy: 0.124 eV
* E_HOMO: -9.854 eV
* HOMO-LUMO gap: 0.367 Eh
* charge: 0

```
12
C4H4O3S the ωB97M-V functional and the def2-TZVPD basis
C 0.18794 -0.23776 0.10787
C -0.77093 -0.37099 -1.10056
C -1.14417 -0.14331 0.87607
C 0.87406 1.11576 0.12703
H 2.24907 -0.80449 0.87969
H -0.69538 0.39847 -1.86845
H -0.78765 -1.37437 -1.56602
H 0.23656 1.95302 -0.21919
O -1.92403 -0.16795 -0.22922
O -1.49226 -0.05401 2.00947
O 1.99761 1.30563 0.50300
S 1.26918 -1.61998 0.48030
```

Atom charges from the natural (NBO) analysis, given in e for atoms 1 to 4: atom 1 (C): -0.43, atom 2 (C): -0.07, atom 3 (C): 0.78, atom 4 (C): 0.45



In terms of stability, b leads; the second structure lies 0.113 eV higher.



a:
ORCA calculation (the ωB97M-V functional and the def2-TZVPD basis) on a 2-piece molecular cluster, C7H13N3O overall.

Properties
* LUMO energy: 0.802 eV
* SMILES: Cc1c[nH]cn1.CCC(N)=O
* E_HOMO: -8.294 eV
* HOMO-LUMO gap: 0.334 Eh
* charge: 0

```
24
C7H13N3O the ωB97M-V functional and the def2-TZVPD basis
C -1.25402 3.29856 0.51595
C 1.31020 1.14895 -0.57926
C -0.03304 2.57242 0.32916
C 1.10890 2.59013 1.11641
N 0.07456 1.68573 -0.73068
N 1.99947 1.64131 0.54410
H 1.56640 0.47250 -1.34100
H 2.91167 1.40244 0.81708
H 1.38910 3.16479 1.90620
H -1.24574 4.05361 -0.31179
H -1.43900 3.83189 1.44410
H -2.17367 2.74297 0.25489
C 0.40246 -2.15995 -0.29458
C 0.43600 -3.16071 0.89060
C -1.08355 -1.85889 -0.60628
O -1.77036 -1.32447 0.23714
N -1.60311 -1.94153 -1.91532
H 0.84705 -1.28985 0.19638
H 1.04869 -2.41904 -1.17191
H 0.57586 -4.12081 0.46457
H -0.68995 -3.18764 1.26472
H -2.57897 -1.76077 -2.09448
H -0.99066 -2.25203 -2.64436
H 1.19170 -3.12960 1.70834
```

Atom charges from the natural (NBO) analysis, given in e for atoms 1 to 4: atom 1 (C): -0.64, atom 2 (C): 0.15, atom 3 (C): 0.10, atom 4 (C): -0.12



b:
ORCA calculation (the ωB97M-V functional and the def2-TZVPD basis) on a 2-piece molecular cluster, C7H13N3O overall.

Properties
* LUMO energy: 0.733 eV
* SMILES: CCc1c[nH]cn1.CC(N)=O
* E_HOMO: -8.515 eV
* HOMO-LUMO gap: 0.340 Eh
* charge: 0

```
24
C7H13N3O the ωB97M-V functional and the def2-TZVPD basis
C -2.32642 1.45044 1.13169
C -1.12497 2.36264 1.32273
C -1.79425 0.15608 1.10770
C -2.29596 -0.89628 0.38976
C -0.31117 -1.33574 1.19114
N -0.56252 -0.13466 1.64727
N -1.29717 -1.86604 0.41417
H -3.02415 1.57758 1.87264
H -2.88979 1.60456 0.24356
H -1.57400 3.33130 1.79489
H -3.26373 -1.17361 0.12715
H 0.62406 -1.82338 1.50670
H -1.33741 -2.71772 -0.10910
H -0.79705 2.60436 0.26064
H -0.22513 2.08409 2.02866
C 2.46481 1.26667 -1.26191
C 2.22734 -0.12076 -1.86123
O 1.79723 -0.38291 -2.95773
N 2.55236 -1.11737 -0.89963
H 3.25780 1.68705 -0.50707
H 1.62724 1.47964 -0.61748
H 2.56357 -2.02447 -1.25647
H 2.46997 -1.08104 0.09608
H 2.30579 2.04300 -2.03024
```

Atom charges from the natural (NBO) analysis, given in e for atoms 1 to 4: atom 1 (C): -0.45, atom 2 (C): -0.61, atom 3 (C): 0.11, atom 4 (C): -0.12



In terms of stability, a leads; the second structure lies 0.575 eV higher.



a:
ORCA calculation (the ωB97M-V functional and the def2-TZVPD basis) on a 2-piece molecular cluster, C4H9OS overall.

Properties
* LUMO energy: 3.858 eV
* E_HOMO: -2.768 eV
* HOMO-LUMO gap: 0.244 Eh
* charge: -1

```
15
C4H9OS the ωB97M-V functional and the def2-TZVPD basis
C 1.50611 -0.60988 0.63728
O 0.30041 -0.57034 1.36346
C 1.78930 0.68725 -0.06334
C 2.87517 1.41515 0.17923
H 1.47920 -1.43868 -0.08189
H 2.30854 -0.79601 1.35983
H -0.42922 -0.65868 0.65700
H 1.05263 1.00538 -0.79321
H 3.03723 2.35851 -0.33080
H 3.62090 1.10445 0.90335
C -2.85643 0.29190 -0.17057
S -1.60340 -0.74232 -1.02771
H -2.60556 0.37507 0.88773
H -2.99268 1.29297 -0.58430
H -3.80898 -0.23466 -0.26293
```

Atom charges from the natural (NBO) analysis, given in e for atoms 1 to 4: atom 1 (C): -0.10, atom 2 (O): -0.79, atom 3 (C): -0.16, atom 4 (C): -0.45



b:
ORCA calculation (the ωB97M-V functional and the def2-TZVPD basis) on a 2-piece molecular cluster, C4H9OS overall.

Properties
* LUMO energy: 3.558 eV
* E_HOMO: -2.429 eV
* HOMO-LUMO gap: 0.220 Eh
* charge: -1

```
15
C4H9OS the ωB97M-V functional and the def2-TZVPD basis
C -0.75289 -1.02181 -2.07282
C -0.16677 0.16148 -2.19551
O -0.45327 1.00134 -3.24525
H -0.42009 -1.69902 -1.29951
H -1.57305 -1.33728 -2.70851
H 0.60487 0.46187 -1.46341
H 0.21372 1.68349 -3.32943
C 0.25299 0.67849 2.55892
C 0.22568 -0.48352 1.56878
S 1.70756 -0.51801 0.53781
H 0.33101 1.66085 2.07726
H 1.17220 0.58827 3.14600
H -0.62151 0.65662 3.22591
H -0.71373 -0.44657 1.00493
H 0.19329 -1.38619 2.19485
```

Atom charges from the natural (NBO) analysis, given in e for atoms 1 to 4: atom 1 (C): -0.54, atom 2 (C): 0.11, atom 3 (O): -0.72, atom 4 (H): 0.23



In terms of stability, a leads; the second structure lies 0.251 eV higher.



a:
ORCA calculation (the ωB97M-V functional and the def2-TZVPD basis) on an isolated ion of composition C2H8N6 and charge +2.

Properties
* LUMO energy (spin up / spin down): -11.096 / -11.501 eV
* E_HOMO (spin up / spin down): -18.621 / -18.451 eV
* HOMO-LUMO gap (spin up / spin down): 0.277 / 0.255 Eh
* charge: +2

```
16
C2H8N6 the ωB97M-V functional and the def2-TZVPD basis
C -0.24665 0.25075 -0.84381
C -0.31602 1.14333 0.68162
N -0.77934 -0.81503 -0.90436
N -1.32181 1.79193 0.90572
N 0.75703 0.87289 1.37789
N 0.31732 1.06316 -1.76736
N -0.89283 -2.02283 -0.76725
N 1.82439 -0.03518 0.99132
H -1.94435 2.40173 0.41486
H 0.94319 1.26838 2.32210
H 0.90417 1.76751 -1.42427
H 0.35619 0.77627 -2.77496
H -1.81480 -2.44711 -0.59713
H -0.05364 -2.68445 -0.60742
H 2.64351 0.44372 0.66019
H 2.19857 -0.40506 1.93818
```

Atom charges from the natural (NBO) analysis, given in e for atoms 1 to 4: atom 1 (C): 0.47, atom 2 (C): 0.51, atom 3 (N): 0.01, atom 4 (N): -0.47



b:
ORCA calculation (the ωB97M-V functional and the def2-TZVPD basis) on a 2-piece molecular cluster, C2H8N6 overall.

Properties
* LUMO energy: -6.727 eV
* E_HOMO: -16.385 eV
* HOMO-LUMO gap: 0.355 Eh
* charge: +2

```
16
C2H8N6 the ωB97M-V functional and the def2-TZVPD basis
C -0.87358 -5.48890 -5.73391
C 1.89819 5.50736 6.06698
N -0.32005 -4.67274 -6.38176
N 2.32505 6.12773 5.17361
N 1.14841 4.64838 6.67988
N -1.28967 -6.20887 -4.76598
N 0.03893 -3.82584 -7.26475
N -0.31741 4.59586 6.44544
H 3.04085 6.71453 4.82942
H 1.63372 4.28476 7.53933
H -1.10202 -5.85728 -3.84695
H -1.91128 -6.96776 -4.99212
H 0.91576 -4.17200 -7.78517
H -0.64245 -3.23006 -7.76875
H -0.94691 4.81397 7.18049
H -0.68637 3.85072 5.90718
```

Atom charges from the natural (NBO) analysis, given in e for atoms 1 to 4: atom 1 (C): 0.62, atom 2 (C): 0.77, atom 3 (N): -0.08, atom 4 (N): -0.44



In terms of stability, b leads; the second structure lies 3.142 eV higher.



a:
ORCA calculation (the ωB97M-V functional and the def2-TZVPD basis) on a 2-piece molecular cluster, C6H15N4 overall.

Properties
* LUMO energy: -2.898 eV
* E_HOMO: -13.438 eV
* HOMO-LUMO gap: 0.387 Eh
* charge: +1

```
25
C6H15N4 the ωB97M-V functional and the def2-TZVPD basis
C 2.15379 -0.55242 0.27718
C -2.25324 1.00637 -1.56450
C -0.94560 0.14994 -1.54352
C -2.70827 1.07738 -0.03312
C 3.22828 0.42478 2.06424
C 1.71495 -2.13307 -1.48707
N 2.39784 0.44077 0.89166
N -1.00168 -0.43656 -0.16522
N 1.46203 -1.38715 -0.26972
N -1.65517 0.41654 0.71886
H -2.04781 2.07338 -1.87911
H -2.99834 0.61021 -2.29056
H -0.98226 -0.64623 -2.36527
H -0.08509 0.77158 -1.67806
H -2.78548 2.12444 0.27048
H -3.71798 0.69685 0.04742
H 2.44346 0.24687 2.76647
H 3.75080 1.30574 2.38943
H 3.83274 -0.47516 2.05678
H 1.73543 -1.47690 -2.44060
H 2.75017 -2.60276 -1.42392
H 0.96775 -2.88123 -1.75888
H 0.00756 -0.63228 0.02758
H -1.57444 -1.29350 -0.29148
H -1.11895 1.01867 1.27292
```

Atom charges from the natural (NBO) analysis, given in e for atoms 1 to 4: atom 1 (C): 0.66, atom 2 (C): -0.45, atom 3 (C): -0.26, atom 4 (C): -0.25



b:
ORCA calculation (the ωB97M-V functional and the def2-TZVPD basis) on a 2-piece molecular cluster, C6H15N4 overall.

Properties
* LUMO energy: -3.797 eV
* E_HOMO: -13.390 eV
* HOMO-LUMO gap: 0.353 Eh
* charge: +1

```
25
C6H15N4 the ωB97M-V functional and the def2-TZVPD basis
C 1.58026 1.30057 -0.55727
C 0.79014 0.61560 -1.18057
C 1.60493 3.33054 0.69930
C 2.11412 1.13302 1.85937
C -2.62255 -2.19224 -2.20633
C 2.19821 1.95995 0.59998
N -2.41785 -2.85689 0.20320
N -0.45839 -1.09669 0.41126
N -0.96103 -1.32670 -0.76527
N -1.89517 -2.09501 -0.92521
H -3.21862 -3.39845 -0.06848
H 0.64154 0.00510 -2.05270
H 0.50857 3.20952 0.85763
H 1.91646 3.90181 1.61007
H 1.78798 3.76493 -0.29324
H 3.02511 1.01631 2.39208
H 1.38877 1.77979 2.46419
H 1.61932 0.12143 1.64918
H -2.38744 -3.17717 -2.75986
H -2.19978 -1.44167 -2.86152
H -3.71097 -2.17875 -2.18228
H 3.26908 2.01265 0.42252
H -2.45419 -2.27564 1.03054
H -0.42787 -1.72139 1.28988
H 0.30938 -0.39061 0.36352
```

Atom charges from the natural (NBO) analysis, given in e for atoms 1 to 4: atom 1 (C): 0.13, atom 2 (C): -0.40, atom 3 (C): -0.59, atom 4 (C): -0.57



In terms of stability, a leads; the second structure lies 2.770 eV higher.